Below is a structure of composition C24H27BMoN9OPSSe, with properties calculated with wB97M-V/def2-TZVPD.

Values from the calculation:
Energy relative to the best compared isomer or geometry (same formula, charge and spin)   54.3 kJ/mol
Multiplicity   2
Calculated total energy   -4732.81265 Ha
<S²>   0.81
Total charge   +1
Lowest unoccupied orbital energy (alpha / beta)   -4.232 / -4.182 eV

Atoms and positions in Å:
1 Mo 0.447 0.513 0.325
2 C -2.526 3.389 1.803
3 C -1.258 3.086 1.323
4 N -1.209 1.819 0.916
5 N -2.436 1.290 1.112
6 C -3.240 2.217 1.658
7 B -2.855 -0.095 0.546
8 N -2.081 -1.233 1.244
9 C -2.463 -2.354 1.881
10 C -1.333 -3.068 2.233
11 C -0.272 -2.298 1.770
12 N -0.726 -1.197 1.170
13 N -2.393 -0.052 -0.935
14 C -3.067 -0.282 -2.073
15 C -2.274 0.098 -3.139
16 C -1.095 0.548 -2.552
17 N -1.169 0.440 -1.225
18 N -4.358 -0.211 0.621
19 C -5.266 0.539 -0.069
20 C -6.500 0.329 0.483
21 C -6.254 -0.566 1.544
22 N -4.976 -0.873 1.631
23 H -2.873 4.325 2.203
24 H -0.378 3.705 1.280
25 H -4.266 1.984 1.892
26 H -3.507 -2.544 2.048
27 H -1.294 -4.005 2.760
28 H 0.790 -2.463 1.834
29 H -4.064 -0.688 -2.048
30 H -2.518 0.060 -4.186
31 H -0.205 0.940 -3.015
32 H -4.965 1.179 -0.882
33 H -7.438 0.754 0.171
34 H -6.957 -0.995 2.241
35 S 3.346 2.453 -2.684
36 C 2.919 3.693 -1.587
37 C 2.001 3.280 -0.667
38 C 1.619 1.911 -0.805
39 C 2.295 1.352 -1.870
40 C 2.101 -0.031 -2.228
41 C 2.723 -0.705 -3.278
42 C 2.401 -2.028 -3.509
43 C 1.465 -2.659 -2.695
44 C 0.890 -1.935 -1.672
45 N 1.206 -0.659 -1.443
46 H 3.361 4.673 -1.686
47 H 1.627 3.943 0.101
48 H 3.438 -0.188 -3.905
49 H 2.870 -2.566 -4.323
50 H 1.179 -3.689 -2.853
51 H 0.153 -2.370 -1.009
52 C 3.843 -1.147 2.959
53 P 3.630 -0.687 1.236
54 C 4.522 -1.909 0.263
55 C 4.451 0.889 0.966
56 O 2.178 -0.727 0.790
57 H 4.902 -1.291 3.175
58 H 3.310 -2.078 3.155
59 H 3.440 -0.366 3.603
60 H 5.581 -1.911 0.528
61 H 4.416 -1.669 -0.795
62 H 4.106 -2.901 0.443
63 H 5.390 0.908 1.521
64 H 3.808 1.696 1.311
65 H 4.654 1.028 -0.096
66 Se 1.152 1.400 2.491